(1)
DFT (ωB97M-V/def2-TZVPD) results for 3 unconnected molecules or ions with the total composition C4H12O3 at a distorted geometry.

The geometry in XYZ format:
```
19
C4H12O3 | OMol25 | ωB97M-V/def2-TZVPD
H -2.526 -0.002 0.571
H -0.066 1.027 -2.401
H -0.091 1.968 -1.035
H -0.406 -1.451 -2.275
H 1.446 1.592 2.240
C -0.678 1.141 -1.466
C -1.493 -0.089 0.615
H 3.703 -0.601 1.136
O -1.076 -0.080 1.773
O 2.813 -0.735 0.820
C -1.066 -1.289 -1.480
O 1.472 0.756 2.548
H 0.537 -0.370 -0.081
C -0.531 -0.146 -0.554
H -1.221 -2.114 -0.878
H 2.317 -0.492 1.555
H -1.688 1.443 -1.586
H -2.033 -0.915 -1.826
H 0.588 0.356 2.324
```

Computed properties:
SMILES: CC(C)C=O.O.O
E_LUMO (eV): 0.72



(2)
DFT (ωB97M-V/def2-TZVPD) results for 2 unconnected molecules or ions with the total composition C4H12O3 at a distorted geometry.

The geometry in XYZ format:
```
19
C4H12O3 | OMol25 | ωB97M-V/def2-TZVPD
H 1.854 0.292 0.459
O 0.444 0.600 -1.051
H -0.945 0.992 -2.438
H 0.012 -1.754 -0.877
C 0.293 -1.899 0.167
H -1.073 -0.294 0.566
H -0.475 2.242 0.881
O -1.737 0.556 -2.779
O -0.540 -2.998 0.627
C -0.065 -0.588 0.882
H -1.902 -0.054 -2.062
C 0.561 1.887 1.022
H -1.347 -2.543 0.856
H 1.333 -2.192 0.282
C 0.788 0.580 0.363
H 1.111 2.636 0.452
H 0.870 1.406 -1.383
H -0.029 -0.668 1.963
H 0.848 1.799 2.070
```

Computed properties:
SMILES: C[C@H](O)CCO.O
E_LUMO (eV): 0.58



(3)
DFT (ωB97M-V/def2-TZVPD) results for 2 unconnected molecules or ions with the total composition C4H12O3 at a distorted geometry.

The geometry in XYZ format:
```
19
C4H12O3 | OMol25 | ωB97M-V/def2-TZVPD
C -0.422 0.482 0.616
O 1.394 -1.119 0.011
H -0.777 -0.880 -1.993
H 2.123 0.664 -3.440
H 1.519 -0.452 -2.543
H -1.826 -1.644 -0.750
H -1.907 1.902 2.480
O 1.273 0.479 -2.817
H 1.546 -0.207 -0.334
H -0.294 -1.545 1.075
O -0.999 2.163 2.623
C 0.022 -0.937 0.217
C -0.055 1.238 2.009
C -0.749 -1.482 -0.975
H -0.162 1.137 -0.298
H 0.944 1.642 1.849
H -0.392 -2.458 -1.373
H 0.324 0.549 2.837
H -1.561 0.469 0.806
```

Computed properties:
SMILES: C[C@@H](O)CCO.O
E_LUMO (eV): 0.55



Q: Which Kohn-Sham gap values were calculated for the entries above? A: 0.406 0.399 0.398, in Eh.
Q: Which highest occupied orbital energy values were calculated for the entries above? A: -0.38013 -0.37809 -0.37759, in Eh.
Q: Which relative energy (zero: lowest compared OMol25 entry of this formula, charge and spin) values were calculated for the entries above? A: 26.11 16.36 49.20, in kcal/mol.